16
Properties=species:S:1:pos:R:3:forces:R:3 method="wB97M-V/def2-TZVPD" de_lowest_ev=8.188 e_homo_ev=-9.20 gap_ev=9.858
C -1.07518 -0.61626 -0.31170 0.56 -3.52 -1.20
C -1.57857 0.74339 -0.15276 -2.92 -0.69 -0.61
C -0.27974 0.58655 -1.00831 -2.44 1.05 0.64
C 0.96524 1.05557 -0.20296 -2.92 0.69 1.54
H 0.50065 -0.33429 1.16702 -4.04 -3.76 -0.32
H -1.12004 -1.47935 1.77096 2.69 1.51 -3.76
H -1.53165 -1.68981 -0.93654 0.89 4.06 1.35
H -1.68821 1.15488 0.83049 0.97 0.13 0.54
H -2.64244 0.80822 -0.55024 1.73 0.62 -0.65
H -0.60727 1.05746 -2.00823 1.48 -1.51 1.24
H 2.73097 0.66746 0.50326 -1.02 -1.34 -1.19
H 1.64439 -1.86406 0.05346 0.41 3.78 -0.48
N -0.39771 -1.24429 0.82076 1.87 2.28 4.04
N 2.02767 0.24027 -0.18395 2.09 1.79 2.76
O 0.90707 1.97582 0.65572 0.46 -1.23 -2.53
O 2.14483 -1.06155 -0.44700 0.17 -3.87 -1.37

***

27
Properties=species:S:1:pos:R:3:forces:R:3 method="wB97M-V/def2-TZVPD" de_lowest_ev=3.884 e_homo_ev=-7.21 gap_ev=7.150
C 3.49503 -1.19676 -0.12180 -4.29 1.63 -0.30
C 3.44492 0.18393 0.25786 -2.11 -0.78 -0.59
C 2.13993 -1.54991 -0.51311 2.49 -1.13 0.26
C 2.10014 0.61427 0.07409 3.01 -0.95 0.24
C 0.20772 1.88116 -0.36562 0.41 1.95 2.27
C -0.37904 0.56242 -0.75690 3.14 -2.71 -0.89
C -1.61238 -1.62170 -0.27963 1.95 0.24 -2.72
C -2.75404 0.54981 -0.50538 0.20 0.44 -0.82
C -1.40893 0.07073 1.51784 0.39 -0.25 0.25
C -1.44215 -0.14744 -0.00704 -1.70 1.57 1.21
N 1.39568 -0.44746 -0.39522 -3.60 3.83 0.06
N 1.46154 1.88818 0.17488 0.92 -0.21 0.01
O -0.46548 2.89568 -0.34946 -0.80 -0.06 -0.73
H 4.31803 -1.80605 0.00184 1.36 -1.33 0.07
H 4.25552 0.69197 0.69610 0.68 0.80 0.26
H 1.68907 -2.53693 -0.74056 0.51 0.98 0.02
H -0.47325 0.47833 -1.85453 0.18 -0.12 0.53
H -1.19246 -1.69901 -1.39139 -1.15 -0.78 2.21
H -2.65773 -1.91398 -0.18857 0.10 -0.01 -0.19
H -1.00119 -2.18378 0.42484 0.15 -0.26 -0.35
H -3.47917 0.31610 0.34344 0.37 0.42 -1.73
H -2.55875 1.67234 -0.59972 -0.65 -1.44 0.25
H -2.98099 0.12186 -1.56688 -0.20 0.78 2.01
H -2.00644 -0.86387 1.92532 1.24 2.47 0.00
H -1.69323 1.11614 1.82154 -0.75 -1.21 -0.24
H -0.35109 0.12968 1.81937 -0.20 -1.06 0.31
H 1.94873 2.79430 0.57869 -1.68 -2.78 -1.40

***

42
Properties=species:S:1:pos:R:3:forces:R:3 method="wB97M-V/def2-TZVPD" de_lowest_ev=0.000 e_homo_ev="-7.06 / -9.39" gap_ev="7.084 / 7.429" multiplicity=5
Pt 2.06920 0.04349 0.06983 0.23 0.10 0.00
N -0.61076 -1.51068 0.15785 0.04 0.07 0.11
P -0.17737 0.14291 0.13702 -0.12 -0.18 -0.02
C -1.04343 0.88509 1.53488 -0.10 -0.01 -0.10
C -0.29466 1.36189 2.60490 0.00 0.00 0.03
C -0.93558 1.93221 3.69678 0.01 -0.01 -0.01
C -2.31814 2.02417 3.71703 -0.02 0.00 -0.01
C -3.06987 1.55761 2.64390 0.01 0.00 0.01
C -2.43430 0.99730 1.54977 0.00 0.02 0.02
C -0.97785 0.82057 -1.33599 0.04 0.04 0.10
C -0.56711 2.09941 -1.71817 0.01 -0.01 0.01
C -1.11119 2.69031 -2.84622 -0.01 0.01 0.00
C -2.05667 2.00756 -3.60139 0.01 0.00 0.01
C -2.45240 0.73075 -3.23268 -0.01 0.00 0.00
C -1.91257 0.13424 -2.10102 -0.02 0.00 0.01
C 0.33978 -2.52184 0.20086 0.05 -0.02 -0.01
C -0.04227 -3.86601 0.18354 -0.02 0.01 0.03
C 0.93876 -4.83083 0.20977 -0.02 -0.04 0.00
C 2.28018 -4.46038 0.24673 0.04 0.02 0.02
C 2.57764 -3.11745 0.26052 -0.04 0.01 -0.01
N 1.62702 -2.17355 0.24262 -0.04 -0.05 -0.05
H -1.56120 -1.79963 0.33418 0.02 0.00 -0.03
H 0.78728 1.30240 2.57106 0.00 0.01 0.00
H -0.35235 2.31181 4.52471 0.01 0.00 0.00
H -2.81617 2.47299 4.56625 0.00 0.00 0.01
H -4.14824 1.64418 2.65791 -0.01 0.00 0.00
H -3.01858 0.66649 0.69792 0.00 0.00 0.00
H 0.19980 2.61549 -1.14748 -0.01 0.00 0.01
H -0.78678 3.67870 -3.14294 0.00 0.00 -0.01
H -2.47533 2.46810 -4.48644 0.00 0.00 0.00
H -3.17772 0.19330 -3.82915 0.00 0.00 -0.01
H -2.20880 -0.87212 -1.83270 0.00 0.00 0.00
H -1.09030 -4.12986 0.13892 -0.01 0.00 0.01
H 0.66213 -5.87683 0.19417 0.00 0.00 0.00
H 3.07135 -5.19447 0.26249 0.01 -0.01 0.00
H 3.59580 -2.74829 0.28577 0.00 0.01 0.00
O 2.80610 2.17841 0.13406 0.04 0.11 -0.01
Se 4.32364 1.70581 -0.40439 -0.13 0.01 0.19
O 5.52294 2.59844 0.14883 0.08 -0.04 -0.06
O 4.29558 0.11753 0.15341 -0.15 -0.06 0.07
O 4.23048 1.61025 -2.05352 0.02 -0.01 -0.11
Se 2.31197 0.11054 -2.39356 0.09 0.04 -0.20

***

14
Properties=species:S:1:pos:R:3:forces:R:3 method="wB97M-V/def2-TZVPD" de_lowest_ev=3.547 e_homo_ev=-8.80 smiles="O=C1C[C@@H]2C[C@H]2C1=O" gap_ev=8.437
C -1.15810 -0.52840 -0.00141 -0.51 0.58 0.36
C 0.01814 -1.53175 -0.12994 0.22 -1.08 -0.17
C 1.06417 -0.52719 -0.45084 1.54 -1.99 -2.01
C 2.33642 -0.05034 0.10544 -0.25 0.60 -0.07
C 0.98134 0.62086 0.49792 -0.37 -0.70 0.22
C -0.42608 0.90326 -0.04360 1.87 3.45 1.12
H -0.12991 -2.28816 -0.93632 -0.20 0.50 0.66
H 0.30754 -2.04762 0.80145 -0.69 0.12 -0.14
H 0.99710 -0.24553 -1.53042 -0.19 0.32 0.84
H 3.05572 0.44636 -0.55115 -0.25 -0.27 0.22
H 2.73944 -0.60246 0.95452 0.03 0.35 -0.16
H 0.75905 0.27868 1.49929 0.01 -0.65 0.38
O -2.32900 -0.65009 0.20777 0.81 -0.29 -0.31
O -0.74903 2.04260 -0.22061 -2.01 -0.94 -0.96

***

83
Properties=species:S:1:pos:R:3:forces:R:3 method="wB97M-V/def2-TZVPD" de_lowest_ev=0.000 e_homo_ev="-10.69 / -10.69" gap_ev="5.196 / 5.203" charge=+1
Bi 0.52525 0.02895 1.87054 -2.10 -0.76 -1.08
C -2.27913 -1.53681 2.78274 1.09 0.22 0.32
C -1.90973 -2.62014 1.95136 0.75 -0.29 -0.07
C -0.01554 -1.99998 3.10643 -0.23 1.51 -0.29
C -1.13029 -1.11539 3.50602 0.44 -0.72 -0.66
C -0.54643 -2.90815 2.11689 -0.90 0.45 0.10
C -3.64646 -0.99382 2.95298 -0.44 0.33 -0.05
H -4.21784 -1.03327 2.01697 0.11 0.00 0.22
H -3.62525 0.04984 3.28893 -0.05 -0.24 -0.06
H -4.21081 -1.57132 3.70336 0.18 0.11 -0.21
C -1.07131 -0.13369 4.62152 0.07 0.50 0.74
H -2.06547 0.28958 4.82959 0.41 -0.10 -0.03
H -0.40037 0.71466 4.39238 -0.29 -0.12 0.50
H -0.69799 -0.60816 5.54446 -0.16 0.23 -0.21
C 1.23992 -2.19457 3.88430 0.59 -0.31 0.86
H 0.99880 -2.34446 4.95104 0.21 -0.08 -0.31
H 1.92392 -1.33212 3.81085 -0.10 -0.53 0.30
H 1.79784 -3.07065 3.52312 -0.18 0.27 0.17
C 0.20404 -4.04391 1.54375 0.40 -0.35 -0.43
H 0.12137 -4.94359 2.17706 -0.04 0.27 -0.15
H 1.27262 -3.80711 1.45540 -0.24 -0.14 -0.01
H -0.16449 -4.31232 0.54578 0.07 0.01 0.23
C -2.82835 -3.39646 1.08361 -0.44 -0.34 -0.42
H -3.10366 -4.35997 1.54800 0.10 0.33 -0.16
H -2.36548 -3.62786 0.11237 -0.15 0.04 0.24
H -3.76181 -2.85165 0.88887 0.24 -0.18 0.03
C -1.28912 1.71234 -0.39245 -1.03 -0.25 0.81
C -2.40092 0.94929 -0.29634 1.00 0.64 0.49
C -2.79296 -0.15777 -1.20838 -0.49 -0.40 -0.41
C -1.68986 -0.82434 -2.06469 -0.47 -0.08 -0.93
C -0.49538 -1.33986 -1.34420 0.54 0.13 0.93
C 0.59800 -0.59053 -1.07714 -0.09 -0.66 -0.19
C 0.83249 0.78677 -1.62038 0.00 0.85 0.00
C -0.35842 1.80722 -1.55051 0.87 0.27 -0.62
H -3.57219 0.20041 -1.91190 0.23 -0.20 0.29
H -1.39144 -0.13445 -2.87681 -0.06 -0.51 0.52
H -3.28372 -0.93154 -0.59459 0.09 0.18 -0.15
H -0.88006 1.79486 -2.52191 -0.02 -0.10 0.55
H -1.05962 2.38158 0.45582 -0.35 -0.09 -0.51
H -3.08474 1.11312 0.55198 0.48 -0.08 -0.25
H 0.11435 2.80335 -1.49737 -0.20 -0.31 -0.10
H 1.69496 1.23374 -1.10487 -0.14 -0.13 -0.07
H 1.46097 -1.05623 -0.56165 -0.31 -0.04 -0.46
H 1.12400 0.74196 -2.68801 -0.04 -0.25 0.44
H -2.16529 -1.68663 -2.57024 0.13 0.40 0.13
H -0.52860 -2.39011 -1.00958 0.08 0.57 0.03
P -0.81867 0.80789 -5.16103 0.23 0.73 -1.38
C -0.91955 2.65087 -5.28760 -0.23 -0.10 0.20
C -2.13933 0.42092 -6.40922 -0.06 -0.02 0.43
P 1.48233 -1.00026 -5.92165 0.29 0.43 -1.09
C 0.64505 0.62272 -6.30808 -0.20 -0.36 0.47
C 0.91096 -1.93742 -7.42687 0.06 -0.14 0.45
C 3.13369 -0.54134 -6.62485 -0.01 -0.27 0.29
H -0.05457 3.09548 -4.77763 -0.25 -0.01 -0.12
H -1.84197 2.98324 -4.79358 0.22 0.15 -0.15
H -0.92562 2.95079 -6.34505 -0.01 0.05 0.33
H -2.01645 1.06209 -7.29476 -0.09 -0.26 0.23
H -3.10872 0.62454 -5.93256 0.12 -0.14 -0.31
H -2.09029 -0.63906 -6.69519 -0.10 0.31 0.05
H 3.03060 -0.19604 -7.66220 0.10 -0.05 0.26
H 3.76764 -1.43555 -6.58681 0.07 0.29 -0.10
H 3.57913 0.24616 -6.00498 0.03 -0.19 -0.18
H 1.34972 1.45461 -6.12802 -0.27 -0.37 -0.05
H 0.30536 0.63529 -7.36091 0.25 0.20 0.43
H 1.48387 -2.87445 -7.44928 -0.27 0.14 -0.15
H 1.11277 -1.35836 -8.33924 -0.11 -0.19 0.23
H -0.15885 -2.17079 -7.34729 0.27 -0.02 -0.11
O 1.70894 5.40951 4.34747 0.40 -0.71 -0.34
S 2.84740 4.53322 4.28652 0.46 0.52 1.16
O 4.17082 5.11632 4.27497 -1.17 -0.86 -0.42
N 2.65972 3.39235 3.08074 0.31 -1.57 -0.93
C 2.60528 2.16009 3.51877 -0.17 2.65 -0.20
S 2.84786 0.83716 2.39512 0.33 -0.50 0.19
C 2.52038 2.03601 4.98675 0.13 0.01 0.87
C 2.30198 0.93851 5.82524 0.09 0.10 -0.36
C 2.35780 1.11860 7.21017 0.01 0.31 0.08
C 2.66688 2.37883 7.75584 -0.08 -0.19 -0.28
C 2.85902 3.48385 6.91627 -0.07 -0.19 -0.16
C 2.74328 3.29069 5.54963 -0.01 -0.09 0.85
H 2.08976 -0.03576 5.38020 0.16 0.26 0.32
H 2.16333 0.27363 7.87830 0.14 0.34 -0.29
H 2.75015 2.49912 8.83760 -0.04 -0.06 -0.36
H 3.10445 4.47572 7.28814 -0.12 -0.23 0.12